The following is a quantum chemistry calculation of an isolated molecule of C18H29NO2, from OMol25.

Results
ΔE to the lowest compared entry with this formula, charge and spin = 1.079 eV
2S+1 = 1
SMILES = Cc1cc(OCCOCCN2CCCC2)ccc1C(C)C
LUMO = 0.78 eV

Bonds (Å) are listed after each position.
CARTESIAN COORDINATES (ANGSTROEM)
1 C 1.79858 1.83981 0.33682  C2 1.503, H22 1.089, H23 1.089, H24 1.088
2 C 2.44759 0.48589 0.26957  C1 1.503, C3 1.391, C18 1.395
3 C 1.64113 -0.63655 0.42749  C2 1.391, C4 1.388, H25 1.080
4 C 2.16680 -1.91970 0.37659  C3 1.388, O5 1.368, C16 1.393
5 O 1.46053 -3.08084 0.53480  C4 1.368, C6 1.407
6 C 0.05850 -3.03076 0.64372  O5 1.407, C7 1.541, H26 1.093, H27 1.096
7 C -0.61083 -2.78110 -0.72181  C6 1.541, O8 1.405, H28 1.093, H29 1.101
8 O -2.00102 -2.59345 -0.64056  C7 1.405, C9 1.412
9 C -2.40187 -1.31739 -0.18851  O8 1.412, C10 1.527, H30 1.100, H31 1.099
10 C -3.90947 -1.19289 -0.39898  C9 1.527, N11 1.443, H32 1.105, H33 1.092
11 N -4.42715 -0.00688 0.23849  C10 1.443, C12 1.453, C15 1.460
12 C -5.87668 0.03291 0.32505  N11 1.453, C13 1.522, H34 1.104, H35 1.091
13 C -6.14879 1.47976 0.71138  C12 1.522, C14 1.530, H36 1.089, H37 1.088
14 C -5.15523 2.24207 -0.16765  C13 1.530, C15 1.537, H38 1.090, H39 1.088
15 C -3.99785 1.25031 -0.36815  N11 1.460, C14 1.537, H40 1.100, H41 1.094
16 C 3.53587 -2.07053 0.16788  C4 1.393, C17 1.377, H42 1.078
17 C 4.33456 -0.95977 0.01193  C16 1.377, C18 1.391, H43 1.079
18 C 3.81700 0.33121 0.05366  C2 1.395, C17 1.391, C19 1.512
19 C 4.74726 1.50944 -0.12983  C18 1.512, C20 1.531, C21 1.531, H44 1.092
20 C 5.43636 1.45239 -1.49555  C19 1.531, H45 1.088, H46 1.088, H47 1.087
21 C 5.78100 1.56027 0.99809  C19 1.531, H48 1.087, H49 1.088, H50 1.088
22 H 1.93204 2.38140 -0.59897  C1 1.089
23 H 2.22860 2.43671 1.13993  C1 1.089
24 H 0.73151 1.74162 0.52230  C1 1.088
25 H 0.58632 -0.47996 0.59562  C3 1.080
26 H -0.23883 -4.01174 1.02253  C6 1.093
27 H -0.25378 -2.27304 1.37185  C6 1.096
28 H -0.46418 -3.65926 -1.35591  C7 1.093
29 H -0.13096 -1.91828 -1.20809  C7 1.101
30 H -1.86840 -0.53691 -0.75156  C9 1.100
31 H -2.18790 -1.18262 0.88079  C9 1.099
32 H -4.12374 -1.22058 -1.48310  C10 1.105
33 H -4.38181 -2.06456 0.05935  C10 1.092
34 H -6.35794 -0.20596 -0.63940  C12 1.104
35 H -6.22147 -0.68363 1.07258  C12 1.091
36 H -5.90957 1.62462 1.76432  C13 1.089
37 H -7.18097 1.77648 0.53713  C13 1.088
38 H -5.61294 2.48625 -1.12666  C14 1.090
39 H -4.82450 3.16947 0.29574  C14 1.088
40 H -3.77407 1.12599 -1.43842  C15 1.100
41 H -3.08522 1.58849 0.13096  C15 1.094
42 H 3.94727 -3.06663 0.13427  C16 1.078
43 H 5.39223 -1.10405 -0.14817  C17 1.079
44 H 4.16806 2.43439 -0.09091  C19 1.092
45 H 4.69567 1.40491 -2.29101  C20 1.088
46 H 6.04844 2.33957 -1.64476  C20 1.088
47 H 6.07734 0.57836 -1.57409  C20 1.087
48 H 6.41957 0.68101 0.98059  C21 1.087
49 H 5.28373 1.60116 1.96486  C21 1.088
50 H 6.40919 2.44260 0.89381  C21 1.088